# 1
Here is a 4-piece molecular cluster, C19H33NO5 overall from the Open Molecules 2025 dataset. Energies are from ωB97M-V/def2-TZVPD.

- Kohn-Sham gap: 7.776 eV
- SMILES: C#CC1=CC(=O)C=C(CNC)C1=O.CC(C)O.CC(C)O.CC(C)O
- HOMO: -8.892 eV
- Energy relative to the best compared isomer or geometry (same formula, charge and spin): 80.1 kcal/mol

```
58
Properties=species:S:1:pos:R:3:forces:R:3:nbo_charge:R:1
C -1.80830 -1.80424 0.26191 0.0534 -0.0506 -0.1759 -0.148
C -0.74574 -1.41852 -0.14079 0.2181 0.3040 0.4525 -0.063
C 0.57955 -0.88067 -0.28248 -0.4355 -0.4463 -0.1724 -0.166
C 1.66253 -1.65206 -0.14518 0.1206 0.4149 -0.0296 -0.197
C 3.00267 -1.00026 -0.26305 -0.4714 0.1749 0.2129 0.502
O 3.98276 -1.59331 -0.63940 0.3306 -0.2594 0.0827 -0.500
C 3.04585 0.44298 0.12232 0.1021 -0.0322 -0.0351 -0.260
C 1.97786 1.22305 -0.01526 -0.5081 -0.1084 0.2217 -0.070
C 1.87547 2.68675 0.33946 0.4509 0.0627 -0.8558 -0.272
N 3.12376 3.43575 0.22252 -0.0206 -0.1548 0.7228 -0.620
C 3.94579 3.48048 1.44570 0.0085 0.1956 -0.3611 -0.419
C 0.72657 0.58777 -0.56381 0.4639 -0.1821 0.3263 0.605
O -0.09537 1.21203 -1.18108 -0.2877 0.1558 -0.0343 -0.511
H -2.74851 -2.15487 0.61040 -0.1392 -0.0093 -0.1271 0.246
H 1.57352 -2.71424 0.04472 0.2037 -0.1111 -0.2036 0.265
H 3.98317 0.81973 0.51129 0.1347 -0.0074 -0.1711 0.228
H 1.14351 3.12425 -0.34269 -0.1032 -0.0305 0.0235 0.220
H 1.46523 2.77827 1.34373 0.0183 0.0137 0.1295 0.233
H 3.67741 3.04783 -0.52598 -0.0643 0.0844 -0.1882 0.359
H 3.39248 3.09503 2.29971 0.0140 -0.0841 0.0558 0.193
H 4.23143 4.50837 1.67221 -0.0193 0.0383 0.0362 0.195
H 4.87146 2.91284 1.32963 -0.0016 -0.1097 0.1356 0.181
C 3.07754 -6.01063 -2.07405 -0.0656 0.0922 -0.0547 -0.629
C 3.13167 -5.47657 -0.65174 0.0187 -0.2725 -0.0600 0.087
C 3.77494 -6.47265 0.30014 -0.0211 0.0622 0.1066 -0.629
O 1.81919 -5.13362 -0.19996 0.0344 0.2206 0.0437 -0.731
H 2.47680 -6.92384 -2.11590 0.0485 -0.0408 0.0316 0.195
H 2.61577 -5.28056 -2.73899 0.0301 0.0221 0.0120 0.219
H 4.07605 -6.23978 -2.44815 -0.0005 -0.0107 0.0071 0.213
H 3.69544 -4.54236 -0.63691 -0.0697 0.0603 0.0216 0.190
H 3.19554 -7.39991 0.33069 0.0210 -0.0223 -0.0634 0.195
H 3.80602 -6.06948 1.31259 0.0202 0.0249 -0.0169 0.218
H 4.79225 -6.71458 -0.00981 -0.0054 -0.0079 -0.0098 0.213
H 1.28281 -5.93323 -0.19963 -0.0119 -0.0105 -0.0033 0.462
C -5.74644 1.13877 -2.22005 -0.1182 -0.0466 0.0886 -0.629
C -4.64988 0.46688 -1.40790 0.0580 0.0474 -0.3455 0.095
C -3.26798 0.74651 -1.97519 -0.0434 -0.0324 0.0812 -0.635
O -4.88182 -0.94259 -1.33027 -0.0321 0.0190 0.1890 -0.726
H -5.74444 0.76045 -3.24608 0.0626 0.0353 -0.0202 0.197
H -6.72712 0.92718 -1.79229 0.0158 0.0156 0.0220 0.215
H -5.60631 2.22012 -2.25396 0.0150 -0.0015 -0.0150 0.210
H -4.69562 0.82227 -0.37664 -0.0129 -0.0750 0.0446 0.170
H -3.18497 0.35790 -2.99491 -0.0658 0.0559 -0.0314 0.194
H -2.50550 0.25851 -1.37637 0.0341 0.0402 0.0207 0.237
H -3.05622 1.81661 -1.99776 -0.0028 -0.0005 -0.0225 0.210
H -4.84118 -1.29374 -2.22602 0.0257 -0.0149 -0.0137 0.459
C -2.40869 2.64117 1.49950 0.0744 -0.0845 0.0379 -0.634
C -1.92881 3.51730 2.64804 -0.1138 0.0669 -0.2969 0.095
C -2.59184 4.88539 2.62900 0.0554 0.0497 0.1043 -0.630
O -0.50719 3.65297 2.60486 0.0372 -0.0607 0.0939 -0.723
H -2.15877 3.09980 0.53832 -0.0362 0.0347 0.0007 0.203
H -1.92437 1.66412 1.53162 -0.0240 -0.0061 0.0157 0.219
H -3.48928 2.49467 1.53892 -0.0054 0.0096 -0.0051 0.210
H -2.14363 3.02291 3.59633 0.0812 -0.0086 0.0355 0.175
H -2.34880 5.41275 1.70230 -0.0408 -0.0423 -0.0430 0.198
H -2.23534 5.49550 3.45916 -0.0122 -0.0260 0.0167 0.218
H -3.67693 4.79975 2.69978 -0.0012 -0.0027 -0.0171 0.212
H -0.28598 4.09503 1.77741 -0.0170 0.0516 -0.0001 0.458
```
Positions in Å, forces in eV/Å.

***

# 2
Here is C19H34BClN2O7S as an isolated structure in a non-equilibrium geometry from the Open Molecules 2025 dataset. Energies are from ωB97M-V/def2-TZVPD.

- Kohn-Sham gap: 7.936 eV
- HOMO: -8.844 eV

```
65
Properties=species:S:1:pos:R:3:forces:R:3:nbo_charge:R:1
C 1.75140 2.22214 3.19378 0.2363 -0.4800 -0.0161 -0.656
C 2.40676 2.66828 1.85425 0.3768 -0.2805 1.1054 -0.063
O 2.00420 3.96532 1.39106 -0.7906 -0.7508 -0.1006 -0.731
B 0.67108 4.02954 1.01672 0.1885 0.3503 -0.4396 1.169
O 0.41452 3.85628 -0.33300 -0.3187 -0.1190 0.8502 -0.865
C -0.52712 4.32700 2.04400 0.2378 -0.1937 -0.2377 -0.409
C -1.87987 3.82574 1.71334 0.6837 1.1039 1.1337 -0.169
C -2.94684 4.04579 2.54488 -1.0642 -0.2131 -0.6806 -0.002
C -4.37862 3.57506 2.21374 0.5923 0.4039 0.9490 -0.461
C -4.52753 2.02159 2.54135 0.4331 1.2847 -1.2511 0.102
C -4.63676 1.23314 1.19913 -0.0285 -0.0960 0.8056 -0.638
O -3.33291 1.58368 3.20138 -0.8029 -0.4334 0.4414 -0.726
C -2.74368 4.74464 3.78707 1.3592 0.5164 0.5527 0.162
N -3.60892 5.05223 4.77382 0.7797 0.1208 -0.1755 -0.626
S -2.76353 5.87394 5.89687 0.2775 -0.0522 -0.2962 0.909
N -1.24419 5.92122 5.25302 -2.6073 -0.9468 -0.2446 -0.548
C -1.41931 5.23751 4.10933 1.6666 0.3522 -0.6490 0.036
C -0.30041 5.03760 3.20602 -0.8931 -0.5294 -0.3681 0.021
Cl 1.23728 5.73015 3.68105 -0.7366 -0.2074 -0.2342 0.045
H 2.43306 1.49550 3.68409 -0.3283 0.3034 -0.3508 0.220
H 1.62591 3.04761 3.91210 -0.0383 -0.2532 -0.4587 0.224
H 0.79734 1.68182 3.03635 0.3111 0.5066 0.1197 0.205
H 3.49396 2.72735 2.04849 -0.5035 0.0291 -0.4356 0.190
H 2.19982 1.88073 1.10451 0.2564 0.4565 0.0671 0.169
H -0.53661 3.85224 -0.50168 0.2158 0.1619 -0.1845 0.483
H -2.01326 3.28530 0.76594 -0.0757 0.1843 0.5314 0.205
H -4.62489 3.84480 1.17421 0.0988 -0.3623 0.3645 0.217
H -5.04213 4.18186 2.86312 0.1796 -0.4468 -0.3667 0.229
H -5.41409 1.92381 3.19258 0.4106 -0.3263 -0.3362 0.176
H -3.70663 0.64905 1.08679 -0.5363 0.0314 0.0764 0.231
H -5.51906 0.57084 1.26781 0.5598 0.1424 -0.4328 0.220
H -4.70011 1.90071 0.32498 -0.2610 -0.3138 0.4084 0.206
H -3.47732 1.65292 4.15408 0.1414 0.0030 -0.1672 0.476
C 4.39662 -0.85328 0.09007 0.0313 0.0264 0.1245 -0.255
O 3.27636 -1.25817 0.86059 0.0530 0.0058 -0.2438 -0.553
C 2.04807 -1.11002 0.16137 -0.0332 -0.1317 0.4284 -0.092
C 1.54482 -2.43989 -0.36291 -0.0538 0.2293 -0.3996 -0.092
O 2.39079 -2.94684 -1.38885 0.2561 -0.0003 0.3858 -0.562
C 3.24078 -3.98493 -0.92686 -0.0130 -0.0081 -0.1260 -0.258
H 5.29734 -1.17445 0.61230 -0.0653 0.0077 0.0627 0.191
H 4.38909 -1.30596 -0.90407 -0.0309 0.0292 -0.0187 0.179
H 4.41530 0.23779 -0.00174 0.0383 -0.0013 -0.0999 0.170
H 2.14643 -0.38365 -0.65156 0.0088 -0.0673 -0.0452 0.180
H 1.31936 -0.71732 0.87846 -0.0494 0.0030 -0.0445 0.184
H 0.55587 -2.28980 -0.80934 -0.0378 0.0161 0.0586 0.185
H 1.44068 -3.16436 0.45028 0.0613 0.0397 0.0230 0.181
H 2.66006 -4.89788 -0.75683 0.0550 -0.0380 0.0724 0.169
H 3.75848 -3.70252 -0.00743 -0.0330 -0.0092 0.0142 0.185
H 3.98349 -4.18136 -1.69971 -0.0627 0.0315 -0.0384 0.192
C 0.84642 -4.71120 -6.68412 0.0735 -0.1114 -0.0002 -0.254
O 1.37926 -5.22160 -5.47456 -0.1579 0.1866 -0.0845 -0.554
C 1.54853 -4.21529 -4.48169 0.1180 -0.4436 0.1618 -0.086
C 0.44667 -4.26910 -3.44406 -0.1871 0.4570 -0.1021 -0.099
O -0.81223 -3.90241 -4.00448 -0.0077 -0.3075 -0.0865 -0.555
C -1.64332 -5.02069 -4.26132 -0.0117 0.1325 0.0017 -0.253
H 0.56873 -5.55703 -7.31273 0.0629 -0.0262 0.0495 0.188
H -0.04192 -4.09978 -6.50903 0.0211 0.0398 0.0099 0.178
H 1.60392 -4.11913 -7.20878 -0.0724 0.0706 -0.0455 0.166
H 1.60359 -3.22224 -4.93773 -0.0715 -0.0007 0.0206 0.176
H 2.50454 -4.41301 -3.98802 -0.0055 0.0670 0.0281 0.184
H 0.66968 -3.54672 -2.66207 0.0660 -0.0367 -0.0310 0.205
H 0.39392 -5.26090 -2.98254 0.0148 -0.0394 -0.1004 0.169
H -2.02271 -5.43138 -3.31943 -0.0129 -0.1074 -0.0341 0.164
H -1.11193 -5.79988 -4.81354 0.0066 -0.0190 0.0342 0.178
H -2.48820 -4.68241 -4.86087 0.0186 0.0596 0.0451 0.188
```
Positions in Å, forces in eV/Å.

***

# 3
Here is C19H34BaN6O7 as an isolated structure in a non-equilibrium geometry from the Open Molecules 2025 dataset. Energies are from ωB97M-V/def2-TZVPD.

- Kohn-Sham gap (alpha / beta): 3.908 / 3.906 eV
- HOMO (alpha / beta): -6.976 / -6.975 eV
- Energy relative to the best compared isomer or geometry (same formula, charge and spin): 142.7 kcal/mol

```
67
Properties=species:S:1:pos:R:3:forces:R:3:mulliken_charge:R:1
O 0.42410 -1.48837 -3.83512 0.6003 1.7629 -1.3462 -0.755
H 0.16237 -0.86870 -4.58157 0.0295 -1.6872 1.6641 0.223
Ba 1.10391 -0.58876 -1.35090 5.0990 -3.5297 1.5818 1.660
N 0.80543 1.63560 0.77354 -0.8399 0.6512 2.4183 0.698
N 2.37431 1.74572 -1.23734 1.2340 -0.0858 -0.7886 0.229
N -0.82082 -1.40779 0.80048 -2.0849 -2.4174 0.0443 0.513
N -0.47315 -2.75535 -1.42302 -2.4301 0.6979 4.8463 0.116
O 0.07319 1.60734 1.84140 1.2012 0.0925 -1.9380 -0.710
O -1.31650 -0.60938 1.81462 0.4955 1.2646 1.0840 -0.620
O -0.68555 -3.15155 -2.57577 -0.2853 -2.1513 -3.1857 -0.650
O 3.38246 1.28084 -1.84943 -1.1555 0.6780 0.7363 -0.515
C 2.54002 2.78354 -0.36056 -0.6190 -0.7599 1.0255 -0.039
C 1.64441 2.73164 0.74064 0.3771 0.7117 -1.4664 0.403
C -1.48129 -2.57983 0.76875 2.4315 1.8092 -0.3906 -0.319
C -1.26042 -3.30772 -0.46518 1.6514 -0.6637 -1.5142 0.609
C 1.66088 3.83036 1.77035 0.0091 0.0175 0.3738 -1.493
H 2.55168 3.71584 2.42479 -0.4714 0.0833 -0.2708 0.277
H 0.76098 3.77709 2.40632 0.4600 0.0134 -0.3408 0.367
H 1.72693 4.83885 1.29968 -0.0545 -0.8001 0.2180 0.403
C 3.66096 3.75882 -0.50051 0.0989 0.0172 -0.1624 -1.269
H 4.19669 3.53344 -1.43913 -0.1337 0.1754 0.5362 0.361
H 4.35258 3.66111 0.36353 -0.3381 0.2099 -0.5218 0.295
H 3.25568 4.78774 -0.54485 0.3272 -0.4345 0.1286 0.339
C -2.38406 -3.16710 1.84768 0.0030 0.8544 -0.5203 -1.555
C -1.91686 -4.63169 -0.77653 -0.5377 -0.0852 -0.2533 -1.307
H -2.58335 -2.34775 2.57469 -0.0428 -0.9211 -0.3603 0.352
H -1.85894 -4.03816 2.32692 -0.6088 0.8061 -0.4480 0.282
H -3.32338 -3.49505 1.32610 0.7690 0.1899 0.8492 0.421
H -1.19192 -5.34015 -1.25259 -0.5207 0.6687 0.3768 0.352
H -2.73590 -4.47412 -1.52473 0.4975 -0.3104 0.5965 0.259
H -2.32986 -5.10110 0.14500 0.2461 0.2920 -0.7631 0.387
H -0.76121 0.23735 1.79781 -0.3825 -0.8330 0.0247 0.181
H -0.22417 -2.22373 -3.35676 0.1525 0.0375 -0.8180 0.427
C -0.61967 0.47860 -1.95286 -6.7571 3.3147 -5.5902 -0.718
H -0.11689 1.42355 -1.88710 0.0864 0.7226 0.7058 0.374
H -1.28029 0.12418 -1.19259 -0.3562 0.1116 0.9707 0.107
H -1.28743 0.52890 -3.00130 1.9064 -0.4021 2.6987 0.217
O -3.50261 0.48471 0.30041 1.2024 -1.8459 0.9719 -0.628
H -2.78599 0.28769 0.96968 -0.8937 -0.2585 -0.8654 0.368
H -3.54128 1.41190 0.34350 -0.3356 1.9981 -0.1412 0.295
C -1.19187 -1.53194 6.69470 0.6049 -0.2689 0.1409 -1.185
C 0.30017 -1.88340 6.55993 0.5197 0.0214 -0.1901 -0.400
N 0.93652 -1.30649 5.35248 0.7219 0.1818 0.2104 0.395
C 0.59543 0.12822 5.01423 -0.0437 -1.2072 -0.5388 0.082
C 1.67787 1.13324 5.36753 -0.1760 0.0489 0.1918 -1.206
C 2.21135 -1.83947 5.09254 -1.4060 1.2841 -0.7905 0.445
O 2.73748 -2.65701 5.82077 0.1762 0.1872 -0.5592 -0.650
C 2.84611 -1.31068 3.77392 0.3174 -1.3929 0.0054 -0.131
C 4.23375 -1.11829 3.76061 -0.3261 0.6540 -0.1214 -0.489
C 4.79138 -0.61159 2.58757 -0.6582 -0.3271 -0.1121 -0.826
C 3.91864 -0.48530 1.48536 0.5746 0.2478 -0.6319 -0.388
N 2.61445 -0.82294 1.36232 1.4169 -0.4724 2.5234 0.249
C 2.13546 -1.26816 2.55052 -0.4453 0.5052 0.6208 -0.604
H -1.29775 -0.50052 7.09284 -0.2931 -0.7198 -0.2823 0.335
H -1.58088 -2.25996 7.43065 -0.1820 0.5442 -0.3556 0.405
H -1.70766 -1.65654 5.71723 0.2017 0.1602 0.7174 0.231
H 0.88269 -1.54865 7.45262 -0.5111 -0.3515 -0.3709 0.303
H 0.44752 -2.97754 6.45732 -0.1744 0.6389 0.2606 0.439
H 0.37771 0.16936 3.93060 -0.0166 0.1212 0.5605 -0.369
H -0.34457 0.34010 5.55246 0.5792 0.0111 -0.4115 0.467
H 2.57471 0.99758 4.75084 -0.2113 0.0830 0.2076 0.202
H 1.26932 2.13060 5.17880 0.1914 0.0001 0.0578 0.368
H 1.94515 1.05587 6.42921 0.0416 0.0713 -0.2162 0.386
H 4.81879 -1.28142 4.66932 -0.2108 0.0226 -0.2970 0.440
H 5.86600 -0.34824 2.52221 -0.9527 -0.1983 -0.1540 0.398
H 4.33273 -0.08842 0.57975 0.3153 0.2196 -0.4863 0.427
H 1.08939 -1.54822 2.57684 -0.0838 -0.0591 -0.1452 0.740
```
Positions in Å, forces in eV/Å.

***

Number 1: electronic energy -31962.325 eV. Number 2: electronic energy -61600.171 eV. Number 3: electronic energy -44210.033 eV.